No. 1
18
Properties=species:S:1:pos:R:3:mulliken_charge:R:1 method="wB97M-V/def2-TZVPD" orbital_gap_ev=9.23 total_energy_ev=-9700.47461 de_lowest_kj_mol=283.7 e_homo_ev=-8.33 smiles="[H]/N=C/NC.NNN"
H 0.648 1.245 2.908 0.2274
N 0.692 1.721 1.998 -0.7311
C 0.956 0.864 1.087 0.0583
N 1.063 1.114 -0.244 -0.1716
C 1.081 2.443 -0.800 -0.9303
H 1.102 -0.201 1.339 0.3523
H 0.985 0.350 -0.904 0.2776
H 0.776 2.410 -1.850 0.3317
H 2.094 2.856 -0.754 0.2742
H 0.399 3.115 -0.271 0.3167
N -1.603 -1.033 -0.312 -0.5253
N -0.680 -2.004 0.126 -0.0685
N -0.955 -3.190 -0.571 -0.6201
H -1.424 -0.127 0.138 0.2242
H -2.543 -1.274 0.014 0.2543
H 0.297 -1.720 -0.031 0.2126
H -1.864 -3.564 -0.299 0.2548
H -1.024 -3.003 -1.573 0.2628


No. 2
16
Properties=species:S:1:pos:R:3:mulliken_charge:R:1 method="wB97M-V/def2-TZVPD" orbital_gap_ev=9.76 total_energy_ev=-7836.43901 de_lowest_kj_mol=143.5 e_homo_ev=-9.17 smiles=CNC.O.O
C 1.438 -0.468 0.443 -1.0271
N 0.380 -1.325 -0.089 -0.2369
C -0.498 -1.785 0.998 -0.7465
H 1.173 0.518 0.827 0.2157
H 1.997 -0.909 1.316 0.4259
H 2.156 -0.508 -0.418 0.3539
H 0.851 -1.984 -0.694 0.2487
H -0.962 -2.735 0.776 0.3444
H -1.343 -1.105 1.115 0.1738
H 0.130 -1.769 1.935 0.2586
O -1.456 2.012 0.860 -0.6312
H -1.417 1.570 1.721 0.3153
H -0.608 2.485 0.958 0.3185
O 0.208 1.201 -2.327 -0.6627
H 0.073 0.238 -2.286 0.3395
H 0.021 1.275 -1.374 0.3100


No. 3
16
Properties=species:S:1:pos:R:3:mulliken_charge:R:1 method="wB97M-V/def2-TZVPD" orbital_gap_ev=9.46 total_energy_ev=-7836.89309 de_lowest_kj_mol=99.7 e_homo_ev=-8.71 smiles=CCN.O.O
C -1.409 -0.565 0.645 -0.9933
C -0.392 -1.426 1.384 -0.2884
N 0.926 -1.202 0.815 -0.4504
H -0.866 0.257 0.186 0.2524
H -2.224 -0.233 1.287 0.3103
H -1.935 -1.049 -0.183 0.2888
H -0.643 -2.489 1.368 0.2634
H -0.371 -1.078 2.402 0.2808
H 0.935 -1.379 -0.176 0.1498
H 1.775 -1.560 1.210 0.1887
O 1.710 1.607 0.715 -0.5991
H 2.541 1.145 0.878 0.3008
H 1.875 2.469 1.119 0.2966
O -0.466 2.136 -4.079 -0.6373
H -0.045 1.399 -3.615 0.3188
H -1.409 1.970 -3.956 0.3182


No. 4
18
Properties=species:S:1:pos:R:3:mulliken_charge:R:1 method="wB97M-V/def2-TZVPD" orbital_gap_ev=9.75 total_energy_ev=-29506.94051 de_lowest_kj_mol=117.4 e_homo_ev=-9.23 smiles=NCCSS.O.O
N 2.434 -1.505 -0.152 -0.6020
C 1.296 -0.936 -0.911 -0.5577
C -0.033 -1.331 -0.314 -0.5015
S -1.320 -0.341 -1.257 -0.0311
S -2.610 -0.029 0.305 -0.2323
H 2.623 -2.297 -0.695 0.2239
H 3.327 -1.051 -0.108 0.2058
H 1.398 -1.356 -1.905 0.3408
H 1.381 0.096 -0.905 0.3714
H 0.038 -1.060 0.792 0.3434
H -0.342 -2.429 -0.453 0.3219
H -2.370 1.082 0.977 0.1672
O 3.565 1.476 1.303 -0.6039
H 4.424 1.952 1.321 0.3123
H 2.991 1.762 1.956 0.3055
O -0.412 2.222 1.306 -0.6613
H -0.619 1.269 1.211 0.2602
H 0.181 2.519 0.571 0.3374